No. 1
{"formula": "C26H39N4O3PSe2TeZr", "method": "ωB97M-V/def2-TZVPD", "gap_ev": 7.0, "e_tot_ha": -6917.86481, "max_force_ha_per_bohr": 0.020, "charge": 2, "de_lowest_ev": 0.000, "species": ["Te", "Zr", "Se", "Se", "P", "O", "O", "O", "N", "N", "N", "N", "C", "C", "C", "C", "C", "C", "C", "C", "C", "C", "C", "C", "C", "C", "C", "C", "C", "C", "C", "C", "C", "C", "C", "C", "C", "C", "H", "H", "H", "H", "H", "H", "H", "H", "H", "H", "H", "H", "H", "H", "H", "H", "H", "H", "H", "H", "H", "H", "H", "H", "H", "H", "H", "H", "H", "H", "H", "H", "H", "H", "H", "H", "H", "H", "H"], "coordinates": [[-0.75385, 3.25628, 1.43051], [-0.05842, 0.83777, -0.00422], [0.11942, -1.26935, -1.62468], [0.21324, 1.21982, 2.54327], [1.46926, -1.40995, 0.11444], [-1.84360, 1.37996, -1.15357], [1.93842, 1.52931, -0.06249], [0.45973, 2.15902, -1.89723], [2.98480, 3.51511, 0.20476], [-3.01035, 2.42363, -2.78009], [-4.11166, -1.97300, 2.07283], [-2.19858, -0.66658, 1.03817], [5.85873, -0.92821, -1.13569], [1.51339, -3.19631, 2.21127], [2.14635, 2.72687, -0.40263], [-4.30312, -1.90259, 0.58086], [1.24307, -5.57583, 2.02584], [1.09822, -4.19552, 0.05664], [-3.05207, 0.22808, 1.85170], [-1.88205, 2.04394, -2.21416], [-2.81022, -2.66692, 2.38209], [1.32933, -3.06241, 0.83502], [-3.03089, -1.27166, -0.01873], [1.47273, -4.45092, 2.80591], [-4.30259, 2.06581, -2.19306], [1.05478, -5.44668, 0.65423], [-4.08466, -0.58100, 2.65176], [-3.05762, 3.06840, -4.09893], [3.65421, 3.09015, 1.44228], [3.55470, -1.21067, -1.77672], [-1.67533, -1.74958, 1.89145], [3.18605, -1.23599, -0.43872], [5.49166, -0.95059, 0.20499], [1.41741, 3.19077, -1.64615], [4.15819, -1.10002, 0.55223], [3.10844, 4.92721, -0.17978], [4.89217, -1.05639, -2.12226], [-0.55969, 2.44587, -2.84109], [-0.38367, 1.85868, -3.74609], [-5.09430, -0.18286, 2.57831], [5.17793, -1.04712, -3.16610], [-3.30112, -0.49908, -0.73400], [-4.79091, 1.30726, -2.80553], [-1.14688, -1.28800, 2.72262], [-2.41027, 0.79578, 2.52094], [-2.83887, -3.62542, 1.86700], [-3.53854, 0.92877, 1.17533], [-2.78922, -2.83818, 3.45611], [-2.42767, -2.01292, -0.53757], [-4.14852, 1.70003, -1.18452], [6.24358, -0.85506, 0.97750], [0.91553, 4.14521, -1.49020], [-3.08363, 2.32186, -4.89233], [3.96676, 5.34331, 0.33829], [-0.96895, -2.33849, 1.31434], [-0.54450, 3.50320, -3.10274], [1.69078, -2.31974, 2.82617], [-4.47565, -2.91956, 0.23516], [3.20929, 3.62394, 2.28111], [3.51358, 2.02374, 1.57566], [-3.82226, -0.69030, 3.70254], [-5.20203, -1.31233, 0.41298], [3.28261, 5.02956, -1.24903], [2.11745, 3.25220, -2.48374], [4.71083, 3.33417, 1.35922], [3.88266, -1.11277, 1.60193], [1.62812, -4.55160, 3.87221], [1.21856, -6.55589, 2.48441], [2.21395, 5.47201, 0.12373], [-3.96289, 3.66732, -4.14733], [0.88635, -6.32591, 0.04591], [0.95658, -4.10240, -1.01294], [6.90018, -0.81702, -1.40824], [-2.21151, 3.73215, -4.24645], [2.80168, -1.31387, -2.54788], [-4.87970, -2.49650, 2.48732], [-4.92496, 2.95800, -2.16415]], "forces_ev_per_angstrom": [[-0.1, 0.2, -0.1], [0.0, -0.5, 0.9], [0.1, -0.2, -0.3], [0.2, -0.2, 0.4], [-0.2, 0.2, -0.2], [-0.4, -0.1, -0.4], [0.3, 0.1, 0.0], [-0.1, 0.1, 0.1], [0.1, 0.2, 0.1], [0.0, 0.0, -0.2], [0.2, 0.1, -0.1], [-0.1, 0.1, -0.1], [0.0, 0.0, 0.0], [0.0, 0.0, 0.1], [0.0, 0.0, -0.3], [0.0, -0.1, 0.3], [0.0, 0.0, 0.0], [0.0, 0.0, 0.0], [0.0, 0.0, -0.1], [0.0, 0.1, 0.1], [-0.3, 0.1, 0.0], [0.1, -0.1, 0.1], [0.0, 0.0, 0.0], [0.0, 0.0, -0.1], [0.1, 0.0, -0.1], [0.0, 0.0, 0.0], [-0.1, -0.3, -0.1], [0.0, 0.0, 0.2], [-0.1, 0.1, -0.2], [0.1, 0.0, 0.0], [0.0, 0.0, 0.0], [0.1, -0.1, 0.1], [0.0, 0.0, -0.1], [0.0, -0.1, -0.1], [0.1, 0.0, 0.1], [0.0, -0.2, 0.1], [0.0, 0.0, 0.0], [0.1, 0.0, -0.1], [0.0, 0.0, 0.0], [0.0, 0.1, 0.0], [0.0, 0.0, 0.0], [0.0, 0.0, 0.0], [0.0, 0.0, 0.0], [0.0, 0.0, 0.0], [0.0, 0.0, 0.0], [0.1, 0.0, 0.0], [0.0, 0.0, 0.0], [0.1, 0.0, 0.0], [0.0, 0.0, 0.0], [0.0, 0.0, 0.0], [0.0, 0.0, 0.0], [0.0, 0.0, 0.0], [0.0, 0.0, 0.0], [0.0, 0.0, 0.0], [0.0, 0.0, 0.0], [0.0, 0.0, 0.0], [0.0, 0.0, 0.0], [0.0, 0.0, -0.1], [0.0, 0.0, 0.0], [0.0, 0.0, 0.0], [0.0, 0.1, 0.0], [0.0, 0.0, -0.1], [0.0, 0.0, 0.0], [0.0, 0.1, 0.0], [0.0, 0.0, 0.0], [0.0, 0.0, 0.0], [0.0, 0.0, 0.0], [0.0, 0.0, 0.0], [0.0, 0.0, 0.0], [0.0, 0.0, 0.0], [0.0, 0.0, 0.0], [0.0, 0.0, 0.0], [0.0, 0.0, 0.0], [0.0, 0.0, 0.0], [0.0, 0.0, 0.0], [0.0, 0.0, 0.0], [0.0, 0.0, 0.0]], "mulliken_charge": [-0.395, -0.370, -0.602, -0.503, 0.442, 0.016, 0.174, -0.319, 0.248, 0.117, 0.003, 2.110, -0.522, -0.061, 0.089, -0.878, -0.479, -0.116, -0.431, 0.646, -1.246, 0.338, -0.429, -0.807, -0.870, -0.758, -0.879, -0.876, -0.873, -0.209, -0.054, 0.853, -0.751, -0.713, -0.428, -0.946, -0.748, -1.255, 0.330, 0.358, 0.450, -0.057, 0.352, 0.642, 0.422, 0.379, -0.050, 0.382, 0.560, 0.095, 0.445, 0.705, 0.327, 0.330, -0.594, 0.581, 0.460, 0.361, 0.348, 0.136, 0.334, 0.321, 0.368, 0.376, 0.383, 0.402, 0.469, 0.441, 0.333, 0.308, 0.448, 0.426, 0.422, 0.337, 0.409, 0.315, 0.427]}

***

No. 2
{"formula": "C26H40AsBe2Cl3F7N3O9RbS2", "method": "ωB97M-V/def2-TZVPD", "gap_ev": 2.0, "e_tot_ha": -7021.13314, "max_force_ha_per_bohr": 0.112, "charge": 1, "de_lowest_ev": 0.000, "species": ["Rb", "As", "Cl", "Cl", "Cl", "S", "S", "F", "F", "F", "F", "F", "F", "F", "O", "O", "O", "O", "O", "O", "O", "O", "O", "N", "N", "N", "C", "C", "C", "C", "C", "C", "C", "C", "C", "C", "C", "C", "C", "C", "C", "C", "C", "C", "C", "C", "C", "C", "C", "C", "C", "C", "Be", "Be", "H", "H", "H", "H", "H", "H", "H", "H", "H", "H", "H", "H", "H", "H", "H", "H", "H", "H", "H", "H", "H", "H", "H", "H", "H", "H", "H", "H", "H", "H", "H", "H", "H", "H", "H", "H", "H", "H", "H", "H"], "coordinates": [[-2.84274, -2.75336, 2.41038], [-3.36449, 0.02997, 7.55068], [5.47628, 7.40623, -5.27545], [7.17673, 6.31790, -7.35982], [4.29257, 6.19880, -7.63864], [-1.79325, 8.89419, -2.43990], [0.63228, 2.26429, 5.36959], [-3.25958, 1.33029, 6.42140], [-3.30446, -1.28954, 8.63250], [-3.56717, -1.04530, 6.21319], [-3.03262, 1.12199, 8.82351], [-5.05425, 0.21921, 7.72906], [-1.51300, -0.16619, 7.28909], [-1.19139, 3.05571, -1.87712], [-4.40145, 8.41737, 2.59128], [1.34052, 2.72115, 4.19673], [1.98330, -8.42361, -3.18504], [1.31853, 1.18315, 6.15505], [3.50533, -8.88151, -1.61804], [0.19135, 3.33463, 6.24022], [-2.52400, 7.48755, 3.20450], [-0.60701, 1.45224, 4.95248], [2.60428, -6.82316, -1.73002], [-2.61845, 7.50731, -2.55780], [-0.34123, 8.38041, -2.03048], [1.87262, 6.70475, -1.30025], [-1.93696, 5.19219, -2.23327], [0.23668, 2.32504, 0.55313], [-1.31694, -4.86327, -0.00319], [-1.83586, -6.62108, -2.53610], [-1.15296, -6.48592, -3.91939], [1.48653, 3.82905, -1.08888], [-0.85826, -1.70951, 1.22366], [0.99364, 0.01380, 1.49410], [-0.90428, 4.35743, -1.87250], [0.64827, 6.15105, -1.58251], [-0.40020, 7.04869, -1.94702], [-0.01263, -4.07526, 0.44496], [5.65804, 7.12852, -7.01995], [-3.35008, 7.81393, 2.32662], [2.51974, -9.70975, -3.51724], [-1.05465, -6.38140, -0.07438], [0.17910, -0.84311, 0.50150], [-0.75678, -6.90962, -1.47874], [3.16313, -10.13660, -2.21641], [1.35979, 3.39252, 0.40770], [-0.18861, -3.11300, 1.65157], [0.46865, 1.42450, 1.77764], [-1.70376, 6.58525, -2.25908], [-3.04527, 7.45652, 0.90484], [2.69129, -7.93740, -2.13848], [0.39216, 4.76480, -1.51989], [-0.55535, 0.79106, 6.38042], [3.31877, 5.89317, -3.46109], [2.47011, -10.66336, -1.55831], [0.35395, -3.54725, -0.43664], [-1.62852, -4.43074, -0.95240], [-2.10725, 7.92797, 0.60026], [2.67208, 6.14849, -1.72838], [-1.89028, -6.89152, 0.41261], [-2.57775, -7.41873, -2.59510], [1.06471, 4.26993, 0.98132], [-0.86370, -3.62363, 2.38641], [-3.84280, 7.79437, 0.23428], [-2.94603, 6.37232, 0.80935], [-1.80631, -6.00454, -4.64698], [-0.69788, -8.00041, -1.38898], [1.52507, 2.97278, -1.76464], [-0.31405, -0.29423, -0.30195], [4.04752, -10.75070, -2.36189], [-2.90006, 4.76085, -2.47162], [0.87995, -1.51837, 0.00464], [3.24395, -9.59120, -4.32450], [5.66548, 8.09268, -7.51130], [-0.88597, -7.48315, -4.27396], [0.96317, -0.51442, 2.45500], [-0.18325, -6.59940, 0.54901], [0.23442, -6.58858, -1.82385], [-0.22858, -5.91484, -3.82736], [-1.65787, -1.97603, 0.45832], [2.04321, 0.01817, 1.19376], [2.31177, 2.96491, 0.71863], [1.23614, 1.92197, 2.37745], [0.16354, 1.80036, -0.39838], [-2.10314, -4.64962, 0.73712], [0.78342, -4.76006, 0.73950], [0.74455, -2.87578, 2.15969], [1.73366, -10.38514, -3.84420], [1.89960, 7.58772, -1.82146], [2.43642, 4.36278, -1.15588], [-0.68723, 2.88758, 0.71083], [-2.37282, -5.68341, -2.37336], [-1.38426, -1.16624, 2.05191], [-0.41690, 1.42239, 2.41592]], "forces_ev_per_angstrom": [[-3.7, -0.8, 1.6], [-2.2, 0.7, 0.5], [0.0, 0.1, 0.2], [0.0, 0.1, 0.0], [0.0, 0.0, 0.0], [-0.6, 0.4, -0.2], [1.3, 2.7, -0.9], [0.4, -0.1, 0.0], [0.4, -0.1, -0.2], [0.4, -0.3, -0.2], [0.5, -0.1, -0.1], [0.1, -0.1, -0.1], [1.7, 0.8, -0.8], [0.2, 0.0, -0.1], [-0.5, 0.0, -2.3], [0.2, -0.4, 0.5], [0.1, -0.1, 0.1], [-1.3, -1.0, 1.1], [-0.1, 0.0, -0.1], [-0.1, -0.5, 0.1], [1.4, -1.0, -1.7], [-1.6, -1.1, 0.7], [0.0, 0.0, 0.0], [1.1, 0.7, 0.1], [0.5, -0.2, 0.2], [-0.5, -0.4, -1.9], [-0.3, -0.2, 0.2], [0.4, 0.6, 0.4], [1.4, 0.7, 0.9], [0.7, 0.4, -0.9], [-0.3, -0.4, 0.4], [-0.1, 0.4, 0.2], [0.5, -0.8, -1.4], [-0.6, -0.1, 0.0], [0.0, -0.1, 0.0], [0.4, 0.2, 0.7], [-1.0, 0.6, -0.3], [-0.4, 0.1, 0.2], [0.1, -0.2, -0.2], [-1.2, 1.3, 5.5], [0.0, -0.2, -0.2], [-0.1, 0.4, 0.1], [0.2, -0.2, 0.5], [-0.7, -0.5, 0.2], [0.0, -0.3, 0.0], [-1.0, -0.7, -0.9], [-1.3, 0.8, -0.3], [0.5, 0.2, -0.4], [-0.2, -1.3, 0.1], [0.3, -0.5, -2.7], [0.0, 0.1, 0.1], [0.2, 0.0, 0.2], [0.5, -0.4, -0.4], [0.6, -0.1, -0.8], [0.0, 0.0, 0.0], [0.2, 0.2, 0.2], [-0.2, -0.2, 0.0], [0.0, 0.0, 0.3], [-0.4, 0.1, 1.2], [-0.1, -0.2, -0.4], [-0.1, 0.1, 0.2], [0.5, 0.0, 0.3], [1.8, -0.1, -0.4], [0.1, 0.0, 0.4], [0.0, 0.1, 0.3], [0.0, -0.1, -0.1], [0.2, 0.0, 0.0], [0.0, -0.1, 0.2], [0.1, 0.3, 0.2], [0.1, 0.2, 0.1], [0.0, 0.1, 0.0], [-0.1, 0.0, -0.1], [0.0, 0.0, 0.0], [0.0, 0.0, 0.1], [0.1, 0.1, -0.2], [0.3, 0.0, 0.0], [-0.1, 0.0, 0.1], [-0.3, 0.2, 0.2], [-0.1, 0.1, -0.1], [0.8, 0.4, 0.6], [0.0, 0.2, -0.1], [0.1, 0.3, 0.1], [-0.4, -0.2, 0.1], [-0.1, -0.3, 0.2], [0.0, -0.3, -0.3], [-0.1, -0.2, -0.2], [0.1, -0.2, -0.1], [-0.1, 0.2, 0.0], [0.2, 0.5, 0.8], [0.0, -0.1, -0.2], [-0.2, -0.2, -0.2], [0.0, -0.1, 0.3], [1.5, 0.3, -0.8], [0.0, -0.2, -0.1]], "mulliken_charge": [0.990, 2.172, -0.143, -0.087, -0.119, 0.248, 1.197, -0.455, -0.447, -0.517, -0.455, -0.469, -0.326, -0.344, -0.452, -0.678, -0.272, -0.626, -0.328, -0.614, -0.400, -0.036, -0.543, -0.604, -0.611, -0.350, -0.866, -0.377, 0.344, -0.345, -1.152, -1.275, -1.012, -1.483, 0.378, -0.084, 1.243, -0.559, 0.060, 0.448, -0.316, -1.351, -0.432, -0.174, -0.331, -0.885, -1.209, -0.645, 0.488, -0.319, 0.676, 0.848, 0.175, 0.184, 0.258, 0.318, 0.295, 0.139, -0.076, 0.412, 0.364, 0.418, 0.444, 0.367, 0.220, 0.382, 0.469, 0.449, 0.391, 0.302, 0.506, 0.295, 0.265, 0.307, 0.232, 0.397, 0.465, -0.080, 0.306, 0.479, 0.469, 0.552, 0.498, 0.299, -0.324, 0.529, 0.424, 0.305, 0.369, 0.355, 0.154, 0.249, 0.515, 0.526]}